(1)
Entry from the OMol25 dataset: C10H21AsF9O7V as an isolated structure at a distorted geometry (ωB97M-V with the def2-TZVPD basis set).

The HOMO energy (spin up / spin down) comes out at -5.514 / -5.961 eV. Its multiplicity is 2. The energy above the lowest of the compared OMol25 structures with the same formula, charge and spin comes out at 0.0 kJ/mol. For the molecular weight, the calculation gives 550.1 g/mol. The value obtained for the energy is -4999.135403 a.u. As for the expectation value of S²: 0.77. The net charge is -1. Its frontier orbital gap (spin up / spin down) is 8.03 / 8.48 eV.

Positions of all 49 atoms, in Å:
As1 18.2136 3.8792 21.8333
V1 14.3974 3.4216 22.1760
F1 18.1532 5.1175 20.6787
F2 14.3767 2.5622 17.4232
F3 18.4953 2.7274 20.6047
F4 18.1579 2.5707 22.9617
F5 14.8498 4.6785 17.2210
F6 16.4510 3.6919 21.6276
F7 19.8918 4.1011 22.0505
F8 15.8697 3.4834 18.6662
F9 17.8862 4.9671 23.1287
O1 12.5779 2.8980 22.7820
O2 13.6338 3.2741 20.2545
O3 15.3700 2.7921 23.9106
O4 14.3710 4.9629 22.4379
O5 12.3146 3.9112 18.5804
O6 15.2832 1.3486 21.7914
O7 13.4269 4.6590 25.2250
C1 11.9926 4.7228 17.4766
C2 13.6098 4.0385 19.1730
C3 10.5387 4.4809 17.1644
C4 15.6296 0.6477 22.9396
C5 15.8949 0.8639 20.6046
C6 14.2664 3.7708 25.9082
C7 14.6757 3.6720 18.1267
C8 15.5104 3.5414 25.1297
C9 15.0524 1.4162 24.1205
C10 12.3511 5.1234 25.9960
H1 12.6675 5.3021 27.0349
H2 15.1598 -0.3437 22.9137
H3 12.6034 4.4739 16.6034
H4 16.7146 0.6024 23.0522
H5 12.3773 3.1446 23.6919
H6 13.7779 5.1077 19.4296
H7 14.5828 4.1909 26.8720
H8 10.3991 3.5108 16.6886
H9 11.5168 4.4146 25.9994
H10 15.7077 1.5921 19.8372
H11 12.1858 5.7802 17.7140
H12 9.9700 4.4549 18.0985
H13 16.9696 0.7394 20.7542
H14 13.9814 1.2597 24.2515
H15 16.2116 2.9746 25.7514
H16 10.1062 5.2831 16.5642
H17 12.0464 6.0795 25.5774
H18 15.9960 4.4751 24.8522
H19 15.5757 1.0563 25.0151
H20 13.7484 2.8058 26.0294
H21 15.4601 -0.1079 20.3445

Forces on the atoms, in the same order (eV/Å):
-0.4 0.0 0.4
-2.9 1.4 -1.7
-0.1 0.7 -0.5
-0.1 0.0 0.0
0.0 -0.5 -0.6
0.1 -0.4 0.4
-0.1 -0.1 -0.1
0.3 -0.2 -0.5
0.7 0.0 0.2
0.5 -0.1 0.4
-0.1 0.3 0.2
1.4 -0.4 -0.1
1.1 -0.8 1.1
-0.5 -0.3 0.8
0.2 -0.3 0.0
0.1 -0.3 -0.1
-0.3 0.3 -0.4
0.2 0.2 0.1
0.3 0.2 0.0
-0.5 0.7 0.7
-0.5 0.1 0.4
-0.4 0.0 0.7
0.1 -0.4 0.1
-0.6 -0.2 -0.3
0.0 0.2 -0.4
1.1 0.0 -0.5
0.6 -0.6 0.3
0.2 0.1 0.3
-0.1 0.0 0.0
0.3 -0.2 0.1
0.0 0.0 0.0
0.1 -0.2 -0.1
0.2 0.2 -0.1
0.1 0.0 -0.3
-0.2 -0.2 0.1
0.0 0.1 -0.1
-0.1 0.0 0.0
-0.1 0.1 -0.2
-0.1 0.0 0.0
0.1 0.0 0.0
0.0 0.2 0.0
-0.1 0.2 -0.3
0.0 0.0 0.0
0.1 -0.1 -0.2
-0.2 -0.1 -0.1
-0.1 0.0 -0.2
-0.1 0.1 0.0
0.0 0.1 0.5
-0.1 0.1 0.0

***

(2)
Entry from the OMol25 dataset: one molecule with the formula C3H8N2OS2 at a distorted geometry (ωB97M-V with the def2-TZVPD basis set).

The HOMO energy comes out at -7.897 eV. As for the structure (SMILES): OCCS/N=C/NS. Its multiplicity is 1. The energy above the lowest of the compared OMol25 structures with the same formula, charge and spin comes out at 201.2 kJ/mol. For the molecular weight, the calculation gives 152.2 g/mol. The value obtained for the energy is -1100.178720 a.u. Its frontier orbital gap is 8.57 eV.

Positions of all 16 atoms, in Å:
S1 0.9300 -1.4081 0.0646
S2 -2.9576 1.2112 0.1206
O1 3.7300 1.4249 -0.0349
N1 -2.7364 -0.4119 -0.2815
N2 -0.4482 -0.3811 0.0886
C1 2.5573 0.7272 -0.4388
C2 2.3121 -0.3437 0.5370
C3 -1.5121 -1.0379 -0.2552
H1 -3.4265 -0.7987 -0.8688
H2 -3.6173 1.0171 1.3025
H3 -1.5235 -2.0697 -0.4778
H4 3.7394 2.2824 -0.4760
H5 1.6734 1.4025 -0.5056
H6 2.5976 0.3134 -1.4485
H7 2.1442 0.1344 1.5228
H8 3.1633 -1.0543 0.5598

Forces on the atoms, in the same order (eV/Å):
0.2 -0.2 0.2
-0.3 0.1 0.4
-0.1 0.1 -0.3
0.3 0.2 0.4
-0.7 -1.3 -0.5
-0.7 1.3 -1.2
-0.6 -0.5 1.1
1.5 2.7 1.1
-0.7 -0.5 -0.5
0.3 0.1 -0.4
-0.1 -1.2 -0.5
0.1 -0.2 0.1
0.5 -0.2 0.4
0.6 -0.1 -0.1
0.2 -0.6 -0.3
-0.4 0.4 0.2

***

(3)
Entry from the OMol25 dataset: C7H14 as an isolated structure at a distorted geometry (ωB97M-V with the def2-TZVPD basis set).

The HOMO energy comes out at -9.015 eV. Its multiplicity is 1. The energy above the lowest of the compared OMol25 structures with the same formula, charge and spin comes out at 357.4 kJ/mol. For the molecular weight, the calculation gives 98.2 g/mol. The value obtained for the energy is -274.980109 a.u. Its frontier orbital gap is 10.14 eV.

Positions of all 21 atoms, in Å:
C1 0.1600 -1.9813 -0.0897
C2 2.4212 -0.8390 -0.7402
C3 1.2773 -1.0412 0.2530
C4 -0.9527 0.8530 0.3527
C5 0.5304 0.8617 0.3968
C6 -1.9658 1.4196 -0.5985
C7 -2.0787 1.6961 0.8887
H1 3.2316 -1.5801 -0.6796
H2 2.0629 -0.8403 -1.7784
H3 -2.6242 0.6680 -1.0264
H4 -0.8734 -1.3779 0.1429
H5 -1.7654 2.2603 -1.2614
H6 -0.0186 -2.8241 0.5809
H7 1.6367 -1.1989 1.2727
H8 1.0381 1.2131 -0.4966
H9 0.1392 -2.2932 -1.1457
H10 -1.9385 2.7261 1.2140
H11 -2.8386 1.1612 1.4562
H12 0.9603 1.2635 1.3247
H13 2.8772 0.1374 -0.5438
H14 -1.2790 -0.2841 0.4778

Forces on the atoms, in the same order (eV/Å):
-2.1 1.2 0.3
-0.1 0.1 0.1
-0.9 2.4 0.4
-0.6 -2.4 0.2
0.8 -2.2 -0.1
-0.1 -0.1 -0.1
0.0 0.0 0.1
-0.3 0.0 0.1
0.0 0.1 0.2
-0.1 0.3 0.0
2.2 -1.9 -1.1
0.2 -0.2 0.3
0.7 -0.2 -0.1
0.0 0.1 -0.2
-0.2 0.4 0.1
0.0 0.1 0.4
0.2 -0.3 -0.1
0.1 0.2 -0.1
0.0 -0.2 -0.4
0.1 -0.2 -0.1
0.3 2.8 0.2

***

(4)
Entry from the OMol25 dataset: a 2-piece molecular cluster, C4H13NO2S overall at a distorted geometry (ωB97M-V with the def2-TZVPD basis set).

The HOMO energy comes out at -8.292 eV. As for the structure (SMILES): CN[C@H](CO)CS.O. Its multiplicity is 1. The energy above the lowest of the compared OMol25 structures with the same formula, charge and spin comes out at 138.2 kJ/mol. For the molecular weight, the calculation gives 139.2 g/mol. The value obtained for the energy is -763.569605 a.u. Its frontier orbital gap is 9.12 eV.

Positions of all 21 atoms, in Å:
S1 -1.9676 -1.0466 2.6703
O1 -1.2857 -0.7221 -5.6959
O2 0.0304 1.3915 3.0465
N1 0.2993 0.6111 -0.4411
C1 1.3017 -0.3451 -0.9204
C2 -0.2513 0.5250 0.8794
C3 0.7758 1.1158 1.8711
C4 -0.6400 -0.8987 1.3885
H1 0.5917 1.8554 3.6620
H2 -1.1917 1.0824 0.9033
H3 -1.1903 0.1339 -6.1514
H4 1.2467 2.0270 1.4545
H5 0.9407 -0.8107 -1.8580
H6 -1.0323 -1.5303 0.5499
H7 -0.4032 0.7593 -1.1470
H8 2.1313 0.2607 -1.3081
H9 1.5331 -1.1531 -0.2305
H10 -1.2338 -1.5238 -6.2097
H11 1.5850 0.3791 2.0573
H12 -1.3019 -0.4822 3.6939
H13 0.0621 -1.6285 1.7854

Forces on the atoms, in the same order (eV/Å):
0.0 0.3 -0.3
-0.1 0.9 1.2
0.2 0.0 0.2
-0.2 -0.2 -0.6
-0.6 0.7 -1.5
0.8 -0.9 1.1
-0.4 0.1 -0.4
-1.2 -1.5 -0.6
0.2 0.2 0.3
0.3 0.3 0.1
0.0 -1.3 -0.4
-0.4 -0.3 0.1
-0.1 -0.2 0.5
-0.1 0.9 0.4
-0.1 -0.1 0.2
0.5 -0.6 0.7
0.3 0.3 0.2
0.1 0.4 -0.8
-0.3 0.2 0.0
0.0 0.0 -0.2
1.1 0.8 0.0

***

(5)
Entry from the OMol25 dataset: a 2-piece molecular cluster, C2H8N2O2 overall at a distorted geometry (ωB97M-V with the def2-TZVPD basis set).

The HOMO energy comes out at -9.252 eV. As for the structure (SMILES): NCNC=O.O. Its multiplicity is 1. The energy above the lowest of the compared OMol25 structures with the same formula, charge and spin comes out at 147.1 kJ/mol. For the molecular weight, the calculation gives 92.1 g/mol. The value obtained for the energy is -340.974409 a.u. Its frontier orbital gap is 9.65 eV.

Positions of all 14 atoms, in Å:
O1 1.1858 2.5477 0.3894
O2 -1.8863 -1.6041 0.8500
N1 -0.7023 -0.6441 -0.8644
N2 0.8979 -0.3820 0.9956
C1 0.6670 -0.8989 -0.3415
C2 -1.8393 -0.9653 -0.1738
H1 1.3814 -0.4227 -1.0306
H2 0.3049 -1.0282 1.5045
H3 1.7920 2.6682 -0.3431
H4 0.7048 0.6044 1.0945
H5 0.2260 2.6133 0.4516
H6 -2.8089 -0.6625 -0.6194
H7 -0.7101 0.1453 -1.4881
H8 0.7871 -1.9710 -0.4249

Forces on the atoms, in the same order (eV/Å):
0.6 -0.6 2.0
0.5 -0.4 0.4
0.3 0.5 0.0
0.1 -2.1 -0.7
-0.1 1.2 -0.2
-0.2 0.1 -0.4
-0.4 -0.2 0.0
-0.1 0.9 1.1
-1.3 0.3 -0.6
-0.1 -0.2 0.0
0.6 0.5 -1.5
0.5 0.4 -0.4
-0.6 -0.1 -0.2
0.4 -0.2 0.5

***

(6)
Entry from the OMol25 dataset: one molecule with the formula C4H7NO at a distorted geometry (ωB97M-V with the def2-TZVPD basis set).

The HOMO energy comes out at -9.370 eV. As for the structure (SMILES): O[C@H]1C[C@H]2N[C@@H]12. Its multiplicity is 1. The energy above the lowest of the compared OMol25 structures with the same formula, charge and spin comes out at 321.7 kJ/mol. For the molecular weight, the calculation gives 85.1 g/mol. The value obtained for the energy is -286.509134 a.u. Its frontier orbital gap is 10.40 eV.

Positions of all 13 atoms, in Å:
O1 -1.8369 0.3679 -0.7460
N1 -0.3766 -0.5677 1.3350
C1 1.0224 0.0042 0.5562
C2 -0.4985 0.0385 -0.9189
C3 0.5330 1.0859 -0.4211
C4 0.0976 -1.0095 0.0592
H1 -0.2100 -1.3383 2.0096
H2 1.9318 0.0583 1.1486
H3 0.3106 -2.0582 -0.0947
H4 -1.9948 0.2918 0.2124
H5 0.1248 1.9869 0.0482
H6 1.2081 1.3972 -1.2439
H7 -0.3115 -0.2569 -1.9447

Forces on the atoms, in the same order (eV/Å):
-0.2 -0.4 0.1
1.2 0.7 0.0
-0.8 0.6 1.4
0.2 -0.3 -0.5
-0.1 -0.1 0.5
-0.2 -0.5 -0.8
0.6 1.0 -0.3
-0.2 -0.7 -0.1
-0.2 -0.1 -0.3
0.1 0.1 -0.2
-0.1 -0.2 -0.1
0.0 -0.4 0.7
-0.2 0.1 -0.3